45
Properties=species:S:1:pos:R:3:forces:R:3 method="wB97M-V/def2-TZVPD" homo_lumo_gap_ev=8.6 e_above_lowest_kcal_mol=0.0 total_charge=0 energy_ha=-976.413098 multiplicity=1 homo_ha=-0.285 lumo_ev=0.8 smiles="O=C(CN1CCc2ccccc21)NC(=O)NC1CCCCC1"
O -0.15889 -2.40565 0.60644 -0.10 -0.13 0.21
C 0.71565 -2.31616 -0.23972 0.15 -0.23 0.02
N 0.51198 -1.80110 -1.48159 0.02 -0.02 -0.42
C -0.55875 -0.96911 -1.92523 0.28 -0.37 0.14
O -0.44338 -0.40536 -2.98840 -0.01 0.25 -0.34
N -1.59711 -0.90879 -1.08970 -0.39 -0.09 0.53
H -1.50974 -1.39417 -0.20228 0.15 -0.04 -0.21
C -2.62424 0.10592 -1.22003 -0.18 0.35 -0.44
C -2.10847 1.46023 -0.71400 0.18 -0.20 0.01
C -1.84993 1.42117 0.78892 -0.26 0.24 -0.07
C -3.12587 1.03927 1.53340 0.24 -0.20 0.11
C -3.62964 -0.32243 1.06376 -0.22 0.23 -0.06
C -3.86982 -0.32277 -0.44569 0.19 -0.15 0.01
H -4.17711 -1.31722 -0.77441 -0.07 0.02 -0.08
H -4.67578 0.37454 -0.68181 -0.04 0.02 -0.03
H -2.89899 -1.08933 1.32954 0.01 -0.10 0.09
H -4.56166 -0.57038 1.57582 0.05 -0.10 0.03
H -2.93841 1.01328 2.60881 -0.07 0.06 0.03
H -3.89209 1.79520 1.34520 -0.06 0.06 0.03
H -1.06550 0.69291 1.00726 0.11 -0.02 0.05
H -1.49721 2.39838 1.12497 0.09 -0.03 0.02
H -1.19226 1.71229 -1.25143 -0.04 0.05 -0.08
H -2.85435 2.22496 -0.93826 -0.03 0.08 -0.04
H -2.85162 0.19018 -2.28914 -0.02 -0.01 0.18
H 1.29061 -1.77396 -2.12698 -0.16 0.07 0.15
C 2.17401 -2.59430 0.09965 -0.12 0.09 0.04
N 2.68351 -1.36783 0.68407 0.29 -0.22 0.04
C 2.76676 -0.20954 -0.07750 0.14 0.57 -0.08
C 3.11445 -0.08097 -1.41334 0.03 -0.08 0.10
C 3.15495 1.19005 -1.96698 -0.02 0.04 -0.07
C 2.86286 2.31016 -1.20951 0.04 0.19 -0.06
C 2.54615 2.18242 0.13824 0.01 -0.10 -0.09
C 2.50514 0.92578 0.69530 -0.08 -0.20 -0.11
C 2.21692 0.51084 2.10876 0.09 0.04 0.08
H 3.00562 0.86256 2.77699 -0.04 0.00 0.03
H 1.26961 0.91510 2.46900 0.03 -0.03 0.04
C 2.20101 -1.02529 2.02385 -0.15 -0.20 0.51
H 1.19026 -1.41840 2.17824 0.13 0.06 -0.01
H 2.86295 -1.48689 2.76242 -0.12 0.05 0.02
H 2.32862 3.05436 0.73744 -0.02 0.10 0.06
H 2.88687 3.28830 -1.66453 0.01 0.08 -0.06
H 3.41254 1.30093 -3.00941 0.01 0.02 -0.09
H 3.36875 -0.94044 -2.01689 0.02 -0.10 -0.07
H 2.24465 -3.38875 0.84502 -0.06 0.03 -0.17
H 2.76693 -2.85998 -0.77629 -0.02 -0.07 0.01